This record from the OMol25 dataset describes C2H5NO2 in the gas phase. The level of theory is wB97M-V/def2-TZVPD.

ORCA input file:
```
! wB97M-V def2-TZVPD RIJCOSX def2/J DEFGRID3
* xyz 0 1
O 0.395 0.705 -1.691
C 1.034 -0.323 -0.965
C 0.106 -0.759 0.116
N -0.369 0.396 0.760
O -1.098 -0.102 1.805
H -0.175 1.146 -1.104
H 1.061 -1.083 -1.793
H 2.164 -0.012 -0.638
H 0.106 -1.689 0.637
H -1.792 0.533 1.759
*
```

Values from the calculation:
- HOMO-LUMO gap: 0.372 hartree
- LUMO energy: 0.0118 Eh



This record from the OMol25 dataset describes C2H5NO2 in the gas phase. The level of theory is wB97M-V/def2-TZVPD.

ORCA input file:
```
! wB97M-V def2-TZVPD RIJCOSX def2/J DEFGRID3
* xyz 0 1
C 1.110 -0.520 1.104
O -0.124 -1.049 0.635
C -0.802 -0.367 -0.305
N -0.409 0.727 -0.811
O -1.340 1.191 -1.743
H 1.888 -1.272 0.940
H 1.368 0.400 0.576
H 1.012 -0.303 2.177
H -1.727 -0.860 -0.590
H -0.977 2.054 -1.984
*
```

Values from the calculation:
- HOMO-LUMO gap: 0.375 hartree
- LUMO energy: 0.0389 Eh



This record from the OMol25 dataset describes 3 unconnected molecules or ions with the total composition C2H5NO2. The level of theory is wB97M-V/def2-TZVPD.

ORCA input file:
```
! wB97M-V def2-TZVPD RIJCOSX def2/J DEFGRID3
* xyz 0 1
C -1.891 0.278 -0.046
C 0.518 0.511 0.145
N 2.262 -0.608 0.124
O 0.014 -0.536 -0.216
O 0.648 1.641 0.394
H 2.132 -1.525 0.551
H 2.583 -0.760 -0.832
H -1.999 0.590 0.985
H -1.920 1.069 -0.785
H -2.346 -0.662 -0.319
*
```

Values from the calculation:
- HOMO-LUMO gap (spin up / spin down): 0.390 / 0.247 hartree
- LUMO energy (spin up / spin down): 0.0156 / -0.0336 Eh



This record from the OMol25 dataset describes 3 unconnected molecules or ions with the total composition C2H5NO2. The level of theory is wB97M-V/def2-TZVPD.

ORCA input file:
```
! wB97M-V def2-TZVPD RIJCOSX def2/J DEFGRID3
* xyz 0 1
C -0.749 -0.787 -0.165
C 0.513 0.106 0.058
H -2.277 -0.201 1.379
H -1.465 1.375 -0.213
H -0.720 -1.703 0.520
H -0.765 -1.078 -1.202
H 1.833 -1.407 0.174
N -1.933 0.022 -0.032
O 1.814 -0.448 0.048
O 0.478 1.316 -0.022
*
```

Values from the calculation:
- HOMO-LUMO gap: 0.366 hartree
- LUMO energy: 0.0107 Eh



This record from the OMol25 dataset describes C2H5NO2 in the gas phase. The level of theory is wB97M-V/def2-TZVPD.

ORCA input file:
```
! wB97M-V def2-TZVPD RIJCOSX def2/J DEFGRID3
* xyz 0 1
C -1.758 -0.024 0.076
O -0.385 0.463 -0.040
C 0.647 -0.278 -0.236
N 1.919 0.199 -0.005
O 3.580 0.214 0.060
H -2.352 0.060 -0.924
H -2.416 0.613 0.838
H -1.707 -1.083 0.491
H 0.597 -1.268 -0.640
H 1.876 1.105 0.380
*
```

Values from the calculation:
- HOMO-LUMO gap: 0.331 hartree
- LUMO energy: 0.0134 Eh



This record from the OMol25 dataset describes 2 unconnected molecules or ions with the total composition C2H5NO2. The level of theory is wB97M-V/def2-TZVPD.

ORCA input file:
```
! wB97M-V def2-TZVPD RIJCOSX def2/J DEFGRID3
* xyz 0 1
C -1.233 0.257 0.118
C 2.385 -0.439 0.526
N -1.141 -0.657 -0.984
O -1.742 -0.970 0.367
O -2.055 1.409 0.262
H 3.316 -0.889 0.949
H 1.581 -1.059 -0.097
H 2.432 0.700 0.597
H -1.908 -0.529 -1.557
H -1.635 2.178 -0.182
*
```

Values from the calculation:
- HOMO-LUMO gap (spin up / spin down): 0.306 / 0.345 hartree
- LUMO energy (spin up / spin down): -0.0142 / 0.0130 Eh



This record from the OMol25 dataset describes C2H5NO2 in the gas phase. The level of theory is wB97M-V/def2-TZVPD.

ORCA input file:
```
! wB97M-V def2-TZVPD RIJCOSX def2/J DEFGRID3
* xyz 0 1
N 1.782 0.162 -0.474
C 0.944 -0.284 0.603
C -0.624 -0.136 0.156
O -1.206 -1.092 -0.332
O -1.142 1.085 -0.003
H 2.770 0.243 -0.385
H 1.437 1.073 -0.756
H 1.042 -1.328 0.715
H 1.182 0.186 1.579
H -2.042 1.269 0.296
*
```

Values from the calculation:
- HOMO-LUMO gap: 0.373 hartree
- LUMO energy: 0.0243 Eh



This record from the OMol25 dataset describes 2 unconnected molecules or ions with the total composition C2H5NO2. The level of theory is wB97M-V/def2-TZVPD.

ORCA input file:
```
! wB97M-V def2-TZVPD RIJCOSX def2/J DEFGRID3
* xyz 0 1
C 0.921 0.048 -1.259
C -0.888 -0.431 0.307
N -0.359 0.339 1.345
O 0.266 -0.237 2.220
O -0.531 1.547 1.308
H 1.522 0.661 -0.619
H 1.217 -0.975 -1.401
H 0.336 0.516 -2.024
H -1.663 0.029 -0.281
H -0.821 -1.498 0.406
*
```

Values from the calculation:
- HOMO-LUMO gap (spin up / spin down): 0.315 / 0.322 hartree
- LUMO energy (spin up / spin down): -0.0473 / -0.0415 Eh



This record from the OMol25 dataset describes a molecular structure, C2H5NO2. The level of theory is wB97M-V/def2-TZVPD.

ORCA input file:
```
! wB97M-V def2-TZVPD RIJCOSX def2/J DEFGRID3
* xyz 0 1
C -0.891 1.426 -0.885
C 0.101 -0.199 0.957
N 0.483 0.206 -0.339
O -1.340 2.284 -0.221
O 0.323 -0.869 -1.259
H -1.028 1.268 -1.991
H -0.792 -0.984 0.931
H 0.897 -0.714 1.319
H -0.055 0.612 1.601
H 1.198 -0.930 -1.656
*
```

Values from the calculation:
- HOMO-LUMO gap: 0.358 hartree
- LUMO energy: 0.0308 Eh



This record from the OMol25 dataset describes a molecular structure, C2H5NO2. The level of theory is wB97M-V/def2-TZVPD.

ORCA input file:
```
! wB97M-V def2-TZVPD RIJCOSX def2/J DEFGRID3
* xyz 0 3
C 0.336 1.959 -0.049
C 0.667 -0.728 0.507
N -0.169 0.690 -0.393
O 0.829 1.338 -1.178
O -0.184 -1.816 0.495
H -0.420 2.818 -0.168
H 1.050 2.050 0.861
H 0.792 -0.187 1.432
H 1.434 -0.911 -0.272
H -0.981 -1.696 0.947
*
```

Values from the calculation:
- Expectation value of S²: 2.008
- HOMO-LUMO gap (spin up / spin down): 0.199 / 0.351 hartree
- LUMO energy (spin up / spin down): 0.0341 / -0.0589 Eh



This record from the OMol25 dataset describes 2 unconnected molecules or ions with the total composition C2H5NO2P. The level of theory is wB97M-V/def2-TZVPD.

ORCA input file:
```
! wB97M-V def2-TZVPD RIJCOSX def2/J DEFGRID3
* xyz -1 1
C -0.591 1.716 0.212
C 1.077 -1.322 -0.104
N -1.617 1.144 -0.208
O 2.683 0.652 -1.284
O 2.762 0.446 1.255
P 2.012 0.293 -0.014
H -0.536 2.763 0.566
H 0.470 -1.415 0.790
H 0.440 -1.301 -0.983
H 1.786 -2.153 -0.169
H -2.506 1.681 -0.222
*
```

Values from the calculation:
- HOMO-LUMO gap (spin up / spin down): 0.255 / 0.255 hartree
- LUMO energy (spin up / spin down): 0.1549 / 0.1549 Eh



This record from the OMol25 dataset describes a gas-phase ion, C2H5NO2P (charge +1). The level of theory is wB97M-V/def2-TZVPD.

ORCA input file:
```
! wB97M-V def2-TZVPD RIJCOSX def2/J DEFGRID3
* xyz 1 1
O 2.794 0.265 0.164
N 1.661 -0.023 0.174
O 0.667 1.324 -0.005
C -0.616 0.874 -0.454
C -0.923 -0.556 0.158
P 0.614 -1.401 -0.225
H -0.542 1.005 -1.531
H -1.365 1.618 -0.043
H -1.221 -0.430 1.156
H -1.928 -0.753 -0.364
H 0.859 -1.925 0.970
*
```

Values from the calculation:
- HOMO-LUMO gap: 0.318 hartree
- LUMO energy: -0.2741 Eh



This record from the OMol25 dataset describes a gas-phase ion, C2H5NO2PS (charge -1). The level of theory is wB97M-V/def2-TZVPD.

ORCA input file:
```
! wB97M-V def2-TZVPD RIJCOSX def2/J DEFGRID3
* xyz -1 1
O -1.555 -0.321 -0.235
C -0.147 -0.500 0.119
C 0.603 0.903 0.162
N 1.980 0.684 0.511
O 2.930 1.642 0.008
P 3.266 0.146 -0.661
S 4.688 -0.849 0.280
H -1.783 0.712 -0.120
H -0.224 -1.093 1.150
H 0.408 -1.233 -0.605
H 0.423 1.418 -0.901
H 0.066 1.500 0.978
*
```

Values from the calculation:
- HOMO-LUMO gap: 0.259 hartree
- LUMO energy: 0.1265 Eh



This record from the OMol25 dataset describes a molecular structure, C2H5NO2S. The level of theory is wB97M-V/def2-TZVPD.

ORCA input file:
```
! wB97M-V def2-TZVPD RIJCOSX def2/J DEFGRID3
* xyz 0 1
C 0.636 -0.160 -0.393
C -0.059 0.704 0.605
N -1.381 -1.557 0.259
O -2.342 0.512 -0.948
O 0.267 -1.481 -0.307
S -1.900 0.040 0.369
H 0.280 0.321 -1.441
H 1.673 -0.091 -0.367
H 0.147 0.684 1.619
H -0.141 1.724 0.462
H -1.448 -2.073 -0.570
*
```

Values from the calculation:
- HOMO-LUMO gap: 0.351 hartree
- LUMO energy: -0.0069 Eh



This record from the OMol25 dataset describes C2H5NO2S in the gas phase. The level of theory is wB97M-V/def2-TZVPD.

ORCA input file:
```
! wB97M-V def2-TZVPD RIJCOSX def2/J DEFGRID3
* xyz 0 1
C -0.056 0.195 -0.595
C 0.166 -0.745 0.771
S -0.867 -0.059 2.150
N 1.644 -0.834 1.096
O 2.352 0.183 1.215
O 2.053 -1.997 1.024
H -0.578 -0.289 -1.361
H 1.051 0.631 -0.762
H -0.536 1.012 -0.215
H -0.039 -1.867 0.578
H -0.469 1.208 2.014
*
```

Values from the calculation:
- HOMO-LUMO gap: 0.360 hartree
- LUMO energy: -0.0083 Eh



This record from the OMol25 dataset describes 2 unconnected molecules or ions with the total composition C2H5NO2S. The level of theory is wB97M-V/def2-TZVPD.

ORCA input file:
```
! wB97M-V def2-TZVPD RIJCOSX def2/J DEFGRID3
* xyz 0 1
O 3.097 0.621 0.579
C 3.468 -0.145 -0.182
O 3.706 -0.892 -1.003
C -1.758 0.239 -0.984
S -0.335 0.598 0.068
N -0.750 -0.399 1.371
H -2.511 1.031 -1.224
H -2.447 -0.426 -0.416
H -1.510 -0.018 -2.024
H 0.144 -0.790 1.667
H -1.103 0.182 2.148
*
```

Values from the calculation:
- HOMO-LUMO gap: 0.333 hartree
- LUMO energy: 0.0206 Eh



This record from the OMol25 dataset describes C2H5NO2S in the gas phase. The level of theory is wB97M-V/def2-TZVPD.

ORCA input file:
```
! wB97M-V def2-TZVPD RIJCOSX def2/J DEFGRID3
* xyz 0 1
C -1.120 -0.660 0.679
N 0.043 0.417 0.586
C 0.167 0.985 -0.764
S 1.433 -0.074 -0.153
O 2.663 0.402 0.424
O 1.391 -1.364 -0.752
H -0.926 -1.288 -0.145
H -1.117 -0.946 1.737
H -2.113 -0.221 0.530
H -0.631 0.718 -1.462
H 0.209 2.032 -0.680
*
```

Values from the calculation:
- HOMO-LUMO gap: 0.401 hartree
- LUMO energy: 0.0266 Eh



This record from the OMol25 dataset describes 2 unconnected molecules or ions with the total composition C2H5NO2S. The level of theory is wB97M-V/def2-TZVPD.

ORCA input file:
```
! wB97M-V def2-TZVPD RIJCOSX def2/J DEFGRID3
* xyz 0 1
C 0.528 1.238 0.068
C 1.246 -0.948 -0.188
N 0.676 0.257 -0.667
O -2.469 1.106 0.405
O -2.152 -1.213 0.352
S -2.554 -0.068 -0.409
H 0.494 1.158 1.152
H 0.142 2.115 -0.339
H 1.347 -0.918 0.831
H 0.531 -1.622 -0.476
H 2.212 -1.105 -0.730
*
```

Values from the calculation:
- HOMO-LUMO gap: 0.308 hartree
- LUMO energy: -0.0433 Eh



This record from the OMol25 dataset describes C2H5NO2Se in the gas phase. The level of theory is wB97M-V/def2-TZVPD.

ORCA input file:
```
! wB97M-V def2-TZVPD RIJCOSX def2/J DEFGRID3
* xyz 0 1
N -0.504 -0.836 -0.716
C 0.052 0.216 0.004
Se -1.071 1.841 0.348
C 0.579 -0.225 1.382
O -0.100 -0.797 2.160
O 1.872 -0.025 1.545
H -1.337 -1.215 -0.223
H -0.673 -0.670 -1.661
H 0.856 0.597 -0.720
H -1.075 1.353 1.719
H 2.331 0.258 0.719
*
```

Values from the calculation:
- HOMO-LUMO gap: 0.346 hartree
- LUMO energy: 0.0128 Eh



This record from the OMol25 dataset describes 2 unconnected molecules or ions with the total composition C2H5NO3. The level of theory is wB97M-V/def2-TZVPD.

ORCA input file:
```
! wB97M-V def2-TZVPD RIJCOSX def2/J DEFGRID3
* xyz 0 1
O -0.459 0.575 0.725
C 0.453 -0.011 1.211
N 1.589 -0.436 0.528
C 1.856 -0.170 -0.812
O 1.275 0.628 -1.502
H 0.484 -0.405 2.239
H 2.371 -0.765 1.069
H 2.654 -0.754 -1.274
O -3.763 -0.299 -0.336
H -2.885 0.106 -0.415
H -3.525 -1.164 0.029
*
```

Values from the calculation:
- HOMO-LUMO gap: 0.392 hartree
- LUMO energy: 0.0140 Eh



One value per record, in order, for relative energy (zero: lowest compared OMol25 entry of this formula, charge and spin): 97.3, 66.5, 118.0, 104.6, 153.7, 183.3, 30.3, 150.0, 102.0, 80.6, 52.7, 126.1, 54.5, 105.2, 94.4, 7.0, 77.2, 48.8, 0.0, 18.4 kcal per mole.
One value per record, in order, for maximum force: 7.66, 0.59, 2.12, 5.41, 6.46, 3.12, 3.19, 3.99, 5.11, 7.29, 2.90, 5.48, 3.77, 4.80, 6.21, 2.80, 3.41, 2.97, 3.59, 1.48 eV/A.